[1]
A 13-piece molecular cluster, C34H99N5O13 overall, computed with ωB97M-V with the def2-TZVPD basis set.

Positions of all 151 atoms, in Å:
O -24.88 9.88 -3.28
H -24.43 10.69 -3.54
H -24.89 9.35 -4.07
C -20.24 13.21 -3.73
C -20.59 12.89 -5.18
C -20.94 11.38 -5.43
O -21.29 11.21 -6.77
C -21.44 9.82 -7.17
N -21.66 13.80 -5.61
H -19.64 14.11 -3.74
H -19.49 12.47 -3.43
H -21.05 13.26 -3.01
H -19.83 13.22 -5.89
H -21.85 11.05 -4.91
H -20.12 10.70 -5.19
H -21.84 9.20 -6.38
H -20.46 9.35 -7.27
H -22.00 9.65 -8.09
H -21.57 13.70 -6.61
H -21.49 14.77 -5.38
C -33.35 7.30 -3.52
C -31.84 7.35 -3.81
C -31.28 8.79 -3.53
O -29.95 8.77 -3.98
C -29.32 9.98 -4.09
N -31.20 6.33 -2.97
H -33.78 8.08 -4.15
H -33.79 7.61 -2.57
H -33.80 6.35 -3.81
H -31.61 7.17 -4.86
H -31.26 9.04 -2.47
H -31.83 9.46 -4.19
H -28.28 9.75 -4.34
H -29.25 10.54 -3.16
H -29.77 10.52 -4.92
H -31.48 6.56 -2.03
H -30.24 6.66 -2.99
C -21.95 6.02 -0.47
C -22.73 6.26 0.87
C -22.40 7.57 1.60
O -21.05 7.72 2.09
C -20.76 8.83 2.84
N -24.13 6.16 0.49
H -20.87 5.90 -0.37
H -22.11 6.70 -1.31
H -22.19 5.05 -0.92
H -22.53 5.35 1.44
H -23.10 7.61 2.44
H -22.74 8.38 0.96
H -21.23 9.75 2.50
H -19.68 8.98 2.81
H -21.06 8.56 3.85
H -24.20 5.51 -0.29
H -24.44 6.95 -0.05
C -26.40 8.90 -9.19
C -25.73 8.11 -8.04
C -26.62 7.18 -7.15
O -26.00 6.71 -5.98
C -26.75 6.46 -4.81
N -24.66 7.37 -8.75
H -25.59 9.45 -9.67
H -27.15 9.62 -8.87
H -26.67 8.34 -10.08
H -25.09 8.68 -7.37
H -26.95 6.39 -7.83
H -27.60 7.61 -6.93
H -26.16 5.98 -4.03
H -27.52 5.70 -4.94
H -27.18 7.36 -4.39
H -25.03 6.73 -9.44
H -24.02 6.81 -8.20
C -24.59 11.78 -7.50
C -25.47 12.62 -8.54
C -26.42 13.69 -7.89
O -27.52 13.07 -7.17
C -28.39 13.89 -6.43
N -24.49 13.05 -9.43
H -25.27 11.37 -6.75
H -23.84 12.34 -6.95
H -24.16 10.95 -8.06
H -26.16 11.95 -9.05
H -26.76 14.41 -8.63
H -25.84 14.30 -7.19
H -27.87 14.36 -5.60
H -29.07 13.22 -5.90
H -28.99 14.53 -7.08
H -23.92 13.76 -8.98
H -23.98 12.19 -9.62
C -19.90 8.83 -1.12
C -19.24 10.08 -1.67
O -17.89 10.19 -1.35
H -20.72 8.51 -1.76
H -20.35 8.82 -0.13
H -19.12 8.07 -1.00
H -19.65 11.00 -1.25
H -19.30 10.02 -2.76
H -17.68 10.12 -0.41
C -22.85 15.69 -0.52
C -23.33 15.04 0.76
O -23.95 13.83 0.49
H -22.58 15.02 -1.33
H -22.07 16.44 -0.34
H -23.78 16.11 -0.89
H -24.15 15.67 1.11
H -22.48 14.91 1.42
H -24.64 13.96 -0.17
C -25.90 13.58 -3.73
C -24.78 13.20 -2.81
O -23.82 12.59 -3.65
H -26.35 12.66 -4.10
H -25.56 14.10 -4.62
H -26.60 14.29 -3.27
H -25.33 12.60 -2.08
H -24.45 14.10 -2.28
H -23.42 13.22 -4.25
C -23.43 16.44 -4.18
C -22.01 17.06 -4.33
O -21.33 16.72 -5.57
H -23.89 16.52 -3.19
H -23.35 15.36 -4.34
H -24.06 16.88 -4.95
H -21.48 16.85 -3.41
H -22.01 18.14 -4.18
H -21.04 17.51 -6.01
C -27.83 13.32 -0.28
C -27.51 14.73 0.20
O -26.64 15.22 -0.77
H -28.76 13.24 -0.84
H -27.90 12.71 0.61
H -27.10 12.81 -0.91
H -26.99 14.78 1.15
H -28.37 15.39 0.30
H -27.13 15.68 -1.45
C -27.73 9.06 -0.77
C -26.56 8.14 -0.94
O -25.47 8.89 -0.80
H -27.58 9.91 -1.43
H -28.05 9.43 0.20
H -28.68 8.61 -1.08
H -26.61 7.68 -1.93
H -26.61 7.40 -0.14
H -25.14 9.23 -1.64
C -25.74 10.34 4.02
C -25.91 9.52 2.72
O -25.65 10.39 1.67
H -25.86 9.65 4.85
H -26.45 11.12 4.29
H -24.76 10.79 4.10
H -26.92 9.13 2.63
H -25.19 8.70 2.72
H -25.54 9.78 0.94

Output
Orbital gap = 0.332 Ha
Relative energy (zero: lowest compared OMol25 entry of this formula, charge and spin) = 121.35 kcal/mol

---

[2]
C35H20AsCl2F5IN2Tc as an isolated structure, computed with ωB97M-V with the def2-TZVPD basis set.

Positions of all 67 atoms, in Å:
Tc -0.18 -1.24 0.34
F -1.76 -2.49 2.80
C -0.82 -1.65 3.27
C 0.02 -0.98 2.39
C 0.94 -0.13 2.98
F 1.81 0.56 2.21
C 1.03 0.06 4.34
F 1.94 0.90 4.85
C 0.17 -0.62 5.18
F 0.24 -0.44 6.50
C -0.76 -1.48 4.65
F -1.60 -2.13 5.45
Cl 4.30 -1.68 -0.88
C 3.41 -3.09 -0.48
C 4.01 -4.34 -0.44
C 3.26 -5.47 -0.13
C 1.91 -5.36 0.17
C 1.34 -4.10 0.14
Cl -0.36 -3.85 0.46
C 2.06 -2.95 -0.18
N 1.39 -1.75 -0.20
H 5.06 -4.43 -0.67
H 3.73 -6.44 -0.11
H 1.31 -6.23 0.41
I -5.71 -3.65 -0.79
C -4.61 -2.01 -0.14
C -5.22 -0.86 0.32
C -4.42 0.19 0.75
C -3.05 0.06 0.70
N -2.46 -1.06 0.25
C -3.22 -2.08 -0.16
H -6.30 -0.78 0.35
H -4.86 1.10 1.12
H -2.40 0.86 1.04
H -2.72 -2.97 -0.51
C -1.80 4.95 1.42
C -2.13 4.55 0.13
C -1.55 3.42 -0.43
C -0.65 2.68 0.33
C -0.32 3.07 1.62
C -0.89 4.20 2.16
As 0.16 1.10 -0.41
C -0.41 0.94 -2.24
C -1.66 0.61 -2.73
C -1.84 0.43 -4.09
C -0.75 0.56 -4.95
C 0.51 0.88 -4.46
C 0.69 1.07 -3.10
C 1.97 1.42 -2.44
C 3.17 1.67 -3.09
C 4.29 2.03 -2.35
C 4.23 2.14 -0.97
C 3.04 1.89 -0.31
C 1.93 1.53 -1.04
H -2.25 5.83 1.84
H -2.83 5.14 -0.45
H -1.80 3.12 -1.44
H 0.39 2.49 2.20
H -0.63 4.51 3.17
H -2.51 0.51 -2.06
H -2.82 0.18 -4.49
H -0.89 0.42 -6.01
H 1.34 0.98 -5.14
H 3.24 1.60 -4.16
H 5.22 2.23 -2.87
H 5.11 2.43 -0.41
H 2.99 1.96 0.77

Output
Orbital gap (alpha / beta) = 0.264 / 0.269 Ha
⟨S²⟩ = 0.760
Net charge = +1
Relative energy (zero: lowest compared OMol25 entry of this formula, charge and spin) = 4.29 kcal/mol
Multiplicity = 2

---

[3]
C35H20BF4IN13ORbS4 as an isolated structure, computed with ωB97M-V with the def2-TZVPD basis set.

Positions of all 80 atoms, in Å:
Rb -0.27 0.99 0.35
C 1.26 -1.47 6.55
C 1.77 -0.72 5.50
C 0.94 -0.35 4.45
C -0.39 -0.73 4.46
C -0.91 -1.47 5.52
C -0.08 -1.84 6.56
N -1.15 -0.31 3.32
N -2.33 -0.63 3.36
C -3.16 -0.16 2.30
C -4.24 -0.95 1.95
C -5.15 -0.45 1.03
C -4.97 0.82 0.52
C -3.85 1.54 0.93
N -2.96 1.06 1.80
H 1.91 -1.77 7.36
H 2.81 -0.42 5.49
H 1.30 0.26 3.64
H -1.96 -1.74 5.51
H -0.48 -2.42 7.39
H -4.33 -1.94 2.37
H -5.99 -1.06 0.72
H -5.67 1.26 -0.17
H -3.66 2.54 0.56
O 3.13 5.20 7.34
C 2.72 4.57 6.39
S 1.03 4.21 6.10
C 1.19 3.34 4.57
C 2.53 3.17 4.11
S 3.07 2.37 2.74
S 3.77 3.92 5.13
S -0.21 2.81 3.84
B 1.40 -2.01 -1.72
N -0.10 -2.36 -1.49
C -0.74 -3.51 -1.75
C -2.04 -3.40 -1.29
C -2.10 -2.10 -0.76
N -0.92 -1.48 -0.88
N 2.13 -2.13 -0.34
C 2.63 -3.26 0.20
C 3.05 -2.97 1.49
C 2.76 -1.61 1.64
N 2.21 -1.11 0.53
H 1.87 -2.84 -2.48
H 1.49 -0.87 -2.12
H -0.24 -4.32 -2.25
H -2.84 -4.13 -1.36
H -2.94 -1.58 -0.33
H 2.65 -4.18 -0.36
H 3.51 -3.64 2.21
H 2.95 -0.96 2.49
I 4.53 0.65 -4.26
C 3.56 1.28 -2.56
C 3.97 1.12 -1.26
N 3.02 1.67 -0.50
N 2.00 2.17 -1.21
C 2.32 1.94 -2.48
H 4.85 0.66 -0.84
H 2.97 1.68 0.51
H 1.66 2.23 -3.28
F 0.15 2.98 -5.97
C -0.39 1.90 -5.39
C -0.31 0.72 -6.07
F 0.27 0.73 -7.27
C -0.86 -0.49 -5.57
C -1.47 -0.36 -4.30
C -1.52 0.81 -3.62
F -2.15 0.82 -2.44
C -0.99 2.03 -4.12
C -1.08 3.26 -3.42
C -1.53 3.36 -2.07
N -1.89 3.51 -0.98
C -0.75 4.52 -4.00
N -0.54 5.57 -4.44
F -2.06 -1.42 -3.76
C -0.83 -1.71 -6.28
C -1.48 -2.90 -5.85
N -2.00 -3.90 -5.59
C -0.17 -1.87 -7.54
N 0.33 -2.09 -8.56

Output
Orbital gap (alpha / beta) = 0.222 / 0.174 Ha
Net charge = -2
Relative energy (zero: lowest compared OMol25 entry of this formula, charge and spin) = 21.91 kcal/mol

---

[4]
C35H22N9O6V as an isolated structure, computed with ωB97M-V with the def2-TZVPD basis set.

Positions of all 73 atoms, in Å:
V -0.88 -0.50 -1.04
C -3.32 2.24 2.62
C -2.85 2.44 1.34
N -1.64 2.03 0.95
C -0.91 1.40 1.87
C -1.39 1.20 3.16
N -2.58 1.63 3.55
C 0.44 0.91 1.46
C 1.47 1.04 2.35
C 2.78 0.59 1.99
C 2.94 0.15 0.69
C 1.86 0.09 -0.19
N 0.56 0.37 0.22
C 2.02 -0.21 -1.58
C 3.26 -0.39 -2.24
N 3.36 -0.55 -3.54
C 2.21 -0.57 -4.24
C 0.99 -0.45 -3.63
N 0.89 -0.28 -2.31
C 3.90 0.66 2.92
C 3.95 1.60 3.96
C 5.04 1.63 4.81
N 6.08 0.81 4.72
C 6.04 -0.09 3.73
C 5.00 -0.21 2.83
H -4.31 2.58 2.91
H -3.46 2.92 0.59
H -0.80 0.66 3.89
H 1.28 1.47 3.32
H 3.92 -0.13 0.34
H 4.19 -0.38 -1.68
H 2.29 -0.70 -5.31
H 0.06 -0.51 -4.18
H 3.15 2.32 4.09
H 5.08 2.36 5.61
H 6.89 -0.76 3.67
H 5.02 -0.99 2.09
O -4.92 -0.01 0.20
C -3.73 -0.32 0.04
N -2.94 -0.10 -0.99
C -3.48 0.59 -2.13
C -2.51 1.69 -2.48
C -2.87 2.84 -3.17
C -1.91 3.81 -3.38
C -0.63 3.61 -2.90
C -0.35 2.43 -2.24
N -1.27 1.49 -2.05
C -2.99 -1.05 1.13
C -3.60 -1.45 2.30
C -2.84 -2.11 3.25
C -1.50 -2.36 2.98
C -0.97 -1.93 1.77
N -1.70 -1.28 0.87
H -3.57 -0.09 -2.98
H -4.47 1.00 -1.91
H -3.89 2.96 -3.51
H -2.17 4.72 -3.91
H 0.15 4.36 -3.03
H 0.64 2.23 -1.84
H -4.65 -1.22 2.44
H -3.28 -2.43 4.18
H -0.87 -2.89 3.68
H 0.06 -2.12 1.50
O 0.34 -5.78 -3.99
C 0.07 -4.76 -3.40
C 0.60 -4.34 -2.03
O 1.40 -4.97 -1.35
C -0.02 -3.06 -1.77
C -0.90 -2.68 -2.79
O -1.54 -1.57 -2.72
C -0.89 -3.67 -3.87
O -1.48 -3.65 -4.93
O 0.14 -2.28 -0.75

Output
Orbital gap (alpha / beta) = 0.180 / 0.182 Ha
⟨S²⟩ = 0.766
Net charge = -1
Relative energy (zero: lowest compared OMol25 entry of this formula, charge and spin) = 0.00 kcal/mol
Multiplicity = 2